1.
A molecular structure, C5H11EuNP, computed with wB97M-V/def2-TZVPD.

Atoms and positions in Å:
C -0.5256 0.1526 -2.0057
C -1.2960 1.3181 -1.7293
C -0.4574 2.2542 -1.0582
C 0.8570 1.6968 -0.9768
C 0.8268 0.4046 -1.5695
Eu -1.2223 -0.9603 2.7245
P -0.2937 -3.1227 1.0158
H -0.8851 -0.7711 -2.4566
H -2.3503 1.4553 -1.9685
H -0.7573 3.2327 -0.6847
H 1.6742 -0.2707 -1.6877
H 1.7457 2.1945 -0.5841
H 0.9461 -3.2174 0.2996
H -1.1003 -3.7098 -0.0187
H -0.1175 -4.3322 1.7840
N 0.5406 0.7263 2.2736
H 0.3429 1.5894 2.7832
H 1.4539 0.3888 2.5799
H 0.6186 0.9711 1.2792

Computed properties:
HOMO level (alpha / beta) in hartree: -0.2122 / -0.2141
Relative energy (zero: lowest compared OMol25 entry of this formula, charge and spin) in kJ/mol: 216.1
Net charge: 0
2S+1: 7
LUMO (alpha / beta) in eV: -0.557 / -0.863
Kohn-Sham gap (alpha / beta) in eV: 5.22 / 4.96
<S²>: 12.02


2.
11 unconnected molecules or ions with the total composition C33H48F6O33, computed with wB97M-V/def2-TZVPD.

Atoms and positions in Å:
O -4.6439 -19.0189 23.2547
C -5.5644 -18.9173 22.5036
O -6.4902 -19.9012 22.2267
C -7.4016 -19.4400 21.2904
C -6.8580 -18.1359 20.8380
F -7.8206 -17.2281 20.8269
O -5.8869 -17.7348 21.7683
H -7.5041 -20.0804 20.4144
H -8.3723 -19.4828 21.7843
H -6.4205 -18.1518 19.8397
O -1.8582 -10.8884 6.8349
C -1.1882 -10.7398 5.8203
O -0.0221 -11.3080 5.5656
C 0.5024 -10.6178 4.4137
C -0.7852 -10.3374 3.6648
F -1.2548 -11.4134 2.9372
O -1.6739 -10.0599 4.6832
H 0.9927 -9.7089 4.7624
H 1.2008 -11.3853 4.0799
H -0.6226 -9.6003 2.8785
O -8.5826 -19.4028 9.2185
C -9.1700 -20.2754 8.5376
O -10.5230 -20.3676 8.4150
C -11.0413 -21.4892 7.8058
C -9.8334 -21.6910 6.9032
F -9.8605 -21.1172 5.7160
O -8.7079 -21.2103 7.6733
H -11.2904 -22.3108 8.4774
H -11.9385 -21.1614 7.2808
H -9.7597 -22.7780 6.9387
O -5.7914 -15.4402 5.1314
C -6.2860 -15.1750 4.0612
O -7.5032 -14.8614 3.8453
C -7.8406 -14.8352 2.5029
C -6.4877 -14.5004 1.8909
F -6.3793 -13.1211 1.9175
O -5.6011 -15.1275 2.8111
H -8.2197 -15.8304 2.2704
H -8.5902 -14.0512 2.3960
H -6.4690 -14.8522 0.8594
O -3.7416 -15.7262 14.6902
C -3.4353 -15.8751 13.4872
O -3.4854 -14.9924 12.5608
C -3.2074 -15.4789 11.2668
C -2.7122 -16.9036 11.5558
F -1.4118 -17.0691 11.3793
O -3.0164 -17.0680 12.9501
H -4.1311 -15.5153 10.6893
H -2.4700 -14.8244 10.8020
H -3.1588 -17.6982 10.9580
O 1.0233 -10.7671 22.3977
C 0.0989 -11.6203 22.3592
O -0.0795 -12.5684 23.3279
C -1.1034 -13.5000 22.9294
C -1.6780 -12.7571 21.7545
F -2.8964 -12.2924 22.0673
O -0.8966 -11.6738 21.4159
H -0.5451 -14.3589 22.5569
H -1.8150 -13.8221 23.6897
H -1.8498 -13.3344 20.8461
C -0.3095 -20.3052 4.9623
O 0.4039 -20.4692 3.7130
C -0.0456 -21.2730 2.8175
O -1.1269 -21.8044 2.7898
O 0.9757 -21.5384 1.9605
C 0.9150 -22.5822 1.0318
H -0.1788 -21.2678 5.4566
H -1.3990 -20.2709 4.9666
H 0.1606 -19.5477 5.5895
H -0.1092 -22.9476 0.9575
H 1.6753 -23.2749 1.3926
H 1.1364 -22.1147 0.0723
C -11.1053 -12.4324 18.8112
O -12.0352 -13.0859 18.0047
C -11.7303 -13.7059 16.8733
O -12.5391 -13.9712 16.0239
O -10.4044 -13.9520 16.7835
C -9.9062 -14.3204 15.5531
H -10.3128 -13.1642 18.9675
H -11.5599 -12.2434 19.7836
H -10.8745 -11.4401 18.4236
H -10.6078 -14.9578 15.0149
H -9.0114 -14.9160 15.7337
H -9.6048 -13.4518 14.9676
C 6.4529 -25.5280 13.3936
O 5.2966 -24.7126 13.0150
C 5.3730 -23.6543 12.1839
O 6.3875 -23.1001 11.7094
O 4.1153 -23.2362 11.8783
C 3.8625 -22.1319 11.1046
H 7.2244 -25.7735 12.6639
H 6.0696 -26.5050 13.6882
H 6.9485 -25.0980 14.2640
H 4.4629 -22.2509 10.2028
H 3.8258 -21.1137 11.4920
H 2.8852 -22.2620 10.6398
C -3.6361 -7.2891 11.8076
O -4.2633 -8.1989 12.6727
C -3.8028 -8.3924 13.9696
O -3.0291 -7.5953 14.5596
O -4.4521 -9.4881 14.4959
C -4.4184 -9.7990 15.8634
H -2.5470 -7.2626 11.8421
H -3.9239 -6.2634 12.0382
H -3.9189 -7.4329 10.7648
H -4.1671 -8.9454 16.4928
H -3.7541 -10.6504 16.0116
H -5.3529 -10.2252 16.2284
C -12.7205 -10.0871 11.0458
O -11.5497 -10.8384 10.9206
C -10.3744 -10.1639 10.6428
O -10.1412 -8.8977 10.6276
O -9.6403 -11.0961 10.1834
C -8.4836 -10.8121 9.4225
H -12.6486 -9.1548 11.6059
H -13.5378 -10.5664 11.5846
H -13.2084 -9.7555 10.1292
H -8.0310 -9.8211 9.4548
H -8.5910 -11.0430 8.3627
H -7.7588 -11.5452 9.7766

Computed properties:
HOMO level in hartree: -0.3895
Relative energy (zero: lowest compared OMol25 entry of this formula, charge and spin) in kJ/mol: 593.3
Net charge: 0
SMILES string: O=C1OC[C@@H](F)O1.O=C1OC[C@@H](F)O1.O=C1OC[C@@H](F)O1.O=C1OC[C@@H](F)O1.O=C1OC[C@@H](F)O1.O=C1OC[C@@H](F)O1.COC(=O)OC.COC(=O)OC.COC(=O)OC.COC(=O)OC.COC(=O)OC
LUMO in eV: 0.181
Kohn-Sham gap in eV: 10.78


3.
8 unconnected molecules or ions with the total composition C40H90BrO13PS8, computed with wB97M-V/def2-TZVPD.

Atoms and positions in Å:
C 5.3260 -0.6405 2.9532
C 4.4965 -1.4496 2.3078
C 3.2320 -1.9320 1.3874
C 2.1712 -0.7835 1.0448
C 2.1030 0.3277 2.2231
C 1.7420 -0.2464 3.6911
O 0.8269 -1.1664 0.7202
C 0.2965 -2.3502 1.3025
C -1.3370 -2.2681 1.4470
C -2.1019 -3.4232 0.6002
C -3.1577 -2.7345 -0.4445
C -4.5002 -2.2153 0.3118
C -5.7836 -2.3003 -0.7014
C -6.9863 -1.3014 -0.2070
C -8.2094 -1.4501 -1.2531
C -8.8586 -0.0696 -1.7585
C -9.7603 0.7348 -0.6980
C -9.9298 0.0825 0.7617
C -11.3947 0.5870 1.3235
C -11.3141 1.9167 2.2271
O -11.6107 3.1009 1.3965
C -10.9995 4.2424 2.0762
C 2.6655 -0.0173 -0.3404
Br 2.2930 -1.3014 -1.8069
O 3.9952 0.4123 -0.1198
C 4.9479 0.3565 -1.1786
C 4.8923 1.6090 -2.2422
C 6.4108 0.5526 -0.4436
C 6.4299 2.1707 0.1894
C 7.1230 2.2961 1.7336
O 5.5533 2.4097 1.4156
P 1.6313 1.5481 -0.7510
O 2.3747 3.0119 -0.1687
O 0.0356 1.5614 -0.1538
S 1.4404 1.5820 -2.7163
H 6.0442 -0.1542 3.7226
H 2.8421 -2.8421 1.9764
H 3.7479 -2.3850 0.4440
H 3.1158 0.9067 2.2674
H 1.3139 1.1646 2.0220
H 1.6115 -1.3813 3.7623
H 2.6546 0.0132 4.3713
H 0.8580 0.3559 4.1410
H 0.7179 -2.6989 2.3090
H 0.4787 -3.2358 0.5597
H -1.7391 -1.2446 1.1066
H -1.6423 -2.4055 2.5535
H -2.7522 -4.0492 1.3374
H -1.3974 -4.0893 -0.0303
H -2.6431 -1.8093 -0.9033
H -3.3630 -3.5030 -1.2749
H -4.7668 -2.8757 1.2192
H -4.4229 -1.1218 0.6690
H -5.3980 -2.0404 -1.7568
H -6.1676 -3.3901 -0.7308
H -7.3402 -1.7259 0.7986
H -6.6704 -0.1971 -0.1850
H -9.0768 -2.1072 -0.8488
H -7.8147 -2.0068 -2.2008
H -9.5438 -0.3188 -2.6702
H -8.0420 0.6330 -2.1614
H -10.7819 0.9569 -1.1885
H -9.2600 1.7794 -0.5495
H -9.1584 0.5622 1.4639
H -9.9786 -1.0613 0.8005
H -11.7801 -0.2800 2.0011
H -12.1614 0.6669 0.4547
H -12.1946 1.8473 2.9917
H -10.2991 1.9845 2.7613
H -9.8461 4.0874 2.0779
H -11.2118 5.2139 1.4674
H -11.4372 4.3622 3.1362
H 5.0778 -0.6318 -1.7475
H 4.3466 1.2970 -3.2021
H 4.3457 2.5233 -1.8068
H 5.9592 1.9516 -2.5274
H 7.2926 0.4865 -1.1818
H 6.4840 -0.1359 0.4715
H 6.6322 3.0793 -0.5914
H 7.5008 1.2377 1.9127
H 7.6977 3.2760 1.6756
H 1.7209 3.7051 -0.4839
H -0.3070 2.5015 -0.1698
C -8.7509 -5.5316 2.3865
S -7.1590 -4.7937 2.8159
O -7.0375 -3.5137 2.0518
C -6.1475 -6.0275 1.9692
H -9.5446 -4.8982 2.7856
H -8.8507 -5.5972 1.3012
H -8.8236 -6.5257 2.8315
H -6.4104 -6.0623 0.9099
H -6.3056 -7.0057 2.4278
H -5.0985 -5.7454 2.0728
C 11.4167 0.6283 0.0355
S 10.6465 -0.1033 -1.4256
O 9.2218 -0.4055 -1.0780
C 11.5619 -1.6576 -1.3593
H 10.9646 1.6055 0.2122
H 11.2494 -0.0109 0.9047
H 12.4869 0.7516 -0.1402
H 11.3855 -2.1538 -0.4020
H 12.6259 -1.4593 -1.4887
H 11.2136 -2.2990 -2.1687
C 6.3502 -4.9870 -1.8533
S 4.6384 -4.5405 -1.4874
O 4.4486 -4.6651 -0.0093
C 3.8983 -5.9991 -2.2536
H 7.0048 -4.2246 -1.4279
H 6.5858 -5.9561 -1.4091
H 6.4937 -5.0242 -2.9348
H 4.2875 -6.9051 -1.7844
H 4.1226 -6.0033 -3.3221
H 2.8174 -5.9537 -2.1118
C 12.4402 -4.2710 -4.4334
S 13.6505 -3.3287 -3.4792
O 13.2572 -1.8884 -3.5539
C 15.0229 -3.5733 -4.6274
H 11.4800 -4.2238 -3.9173
H 12.3365 -3.8414 -5.4317
H 12.7619 -5.3117 -4.5036
H 14.7572 -3.1876 -5.6137
H 15.2597 -4.6372 -4.6914
H 15.8915 -3.0322 -4.2490
C -2.6982 5.6071 -1.4538
S -1.3524 4.6710 -2.2118
O -0.3312 4.4101 -1.1450
C -0.7346 6.0255 -3.2329
H -3.2086 4.9612 -0.7378
H -2.2988 6.4800 -0.9337
H -3.4039 5.9197 -2.2255
H -0.4578 6.8725 -2.6018
H -1.5050 6.3246 -3.9462
H 0.1447 5.6760 -3.7762
C 5.7540 4.6977 5.7956
S 4.1712 3.8365 5.6638
O 4.2795 2.5746 6.4600
C 4.3456 3.3949 3.9220
H 5.8802 5.0341 6.8259
H 6.5696 4.0210 5.5328
H 5.7544 5.5631 5.1303
H 5.2492 2.8006 3.7763
H 4.3927 4.3032 3.3181
H 3.4751 2.8085 3.6240
C -11.0937 6.4778 -2.9369
S -10.6394 6.0600 -1.2391
O -9.6430 7.0765 -0.7803
C -9.7286 4.5574 -1.6557
H -11.6470 7.4181 -2.9256
H -10.1948 6.5935 -3.5457
H -11.7277 5.6904 -3.3487
H -8.9163 4.7930 -2.3464
H -10.4082 3.8325 -2.1083
H -9.3136 4.1386 -0.7377

Computed properties:
HOMO level in hartree: -0.2721
Net charge: 0
LUMO in eV: 0.285
Kohn-Sham gap in eV: 7.69


4.
C4H8O2 in the gas phase, computed with wB97M-V/def2-TZVPD.

Atoms and positions in Å:
C -1.4623 -0.8357 0.4230
C -0.5100 -0.0194 -0.8905
C 0.4176 0.8272 -0.0198
O 0.1785 0.4697 1.3166
C 1.8724 0.5086 -0.2731
O 2.4063 -0.3830 0.3507
H -2.4016 -0.3019 0.3691
H -1.3350 -0.9636 1.5463
H -1.4670 -1.8440 0.0561
H -1.0891 0.6129 -1.6145
H 0.0494 -0.7126 -1.5633
H 0.2091 1.8965 -0.1060
H 0.7066 -0.3394 1.4397
H 2.4250 1.0848 -1.0342

Computed properties:
HOMO level in hartree: -0.3608
Relative energy (zero: lowest compared OMol25 entry of this formula, charge and spin) in kJ/mol: 331.6
Net charge: 0
SMILES string: CC[C@@H](O)C=O
LUMO in eV: 0.836
Kohn-Sham gap in eV: 10.66


5.
CH2N2S2 in the gas phase, computed with wB97M-V/def2-TZVPD.

Atoms and positions in Å:
N 3.4368 -0.0202 -0.5808
C 2.3923 0.0483 -0.1936
N 1.0328 -0.0154 0.1875
S 0.5544 -1.3964 1.1156
S 0.6671 1.5939 0.8022
H -0.7149 -1.1123 0.5715
H -0.5744 1.6345 0.6663

Computed properties:
HOMO level in hartree: -0.3529
Relative energy (zero: lowest compared OMol25 entry of this formula, charge and spin) in kJ/mol: 179.7
Net charge: 0
SMILES string: N#CN(S)S
LUMO in eV: -0.285
Kohn-Sham gap in eV: 9.32


6.
20 unconnected molecules or ions with the total composition H39O20, computed with wB97M-V/def2-TZVPD.

Atoms and positions in Å:
O -2.1494 3.4612 2.0899
H -0.9197 1.3690 -1.8251
O -4.9395 -0.9433 0.7355
H -4.1746 -0.7345 1.2209
H -5.7189 -0.5602 1.0510
O -1.9323 -1.5520 -3.0268
H -1.1878 -1.8948 -2.5601
H -2.7145 -2.1886 -2.9797
O 2.9484 1.1030 -0.4058
H 2.4543 0.4344 -0.7864
H 1.1629 3.0779 0.6717
O 1.8595 3.4432 1.0107
H -1.2408 3.8020 2.0096
H 2.6701 2.9460 0.9694
O -0.3537 -0.6717 3.1281
H -2.3660 3.4810 1.1856
H 2.5800 1.9868 -0.8261
O 2.0617 2.3248 -2.9329
H 2.4870 1.6897 -3.6472
H 1.5162 1.5148 -2.6239
O 2.4010 -4.4510 2.8174
H 0.5850 -0.9314 3.3188
H 0.7084 -4.6018 -1.0606
O -2.4736 1.7102 -4.6072
H -2.3599 0.9368 -3.9907
H -1.7515 1.5351 -5.2953
O 0.1433 -2.8894 0.5272
H 0.7187 -2.9069 -0.3519
H -0.6932 -2.6180 0.4564
O -3.5025 0.9848 3.3441
H 1.7262 0.7256 4.3370
H -3.0258 0.5526 2.7618
O -0.8096 1.6091 -0.9961
H 1.6327 -1.6142 -2.9272
H -0.0646 0.2231 3.1229
O 0.9851 1.0493 4.7099
H 0.8758 0.6172 5.6424
H 3.1332 -4.0324 2.2694
O 1.4844 -2.7976 -1.7508
H 1.8143 -4.9749 2.2903
H 1.9366 -3.6369 -2.0334
O 2.2014 -1.8104 3.6700
H 2.2180 -2.7269 3.3963
H 2.6711 -1.7004 4.3536
O 1.2441 -0.3881 -1.4280
H 1.5709 -1.4492 -1.5174
H 0.6074 -0.5957 -0.9991
O 1.5169 -0.9514 -3.6724
H -3.1093 1.8702 3.7109
H 0.6350 -0.8098 -3.7049
O 0.7162 -5.3589 -1.6481
H 1.2929 -5.1879 -2.4941
H -1.2836 0.9072 -0.5495
O 1.8840 4.2822 -1.4005
H 2.1855 4.2060 -0.4078
H 2.5241 3.9233 -2.1129
O -3.4964 2.1812 -0.0171
H -3.9430 1.6952 -0.7854
H -3.4661 2.9888 -0.4656

Computed properties:
HOMO level (alpha / beta) in hartree: -0.3727 / -0.3727
Relative energy (zero: lowest compared OMol25 entry of this formula, charge and spin) in kJ/mol: 654.1
Net charge: 0
2S+1: 2
LUMO (alpha / beta) in eV: -0.708 / -6.412
Kohn-Sham gap (alpha / beta) in eV: 9.43 / 3.73
<S²>: 0.76